No. 1
98
Properties=species:S:1:pos:R:3:forces:R:3 method="wB97M-V/def2-TZVPD" multiplicity=1 orbital_gap_ev=9.01 de_lowest_kcal_mol=0.0 lumo_energy_ev=-0.4 smiles="NC(N)=O.NC(N)=O.NC(N)=O.NC(N)=O.NC(N)=O.NC(N)=O.NC(N)=O.CC(C)O.CC(C)O.CCO.CCO" energy_ev=-61925.281
N 0.196 1.241 5.062 1.415 0.295 1.989
C -0.885 1.305 4.301 0.581 -0.041 -0.473
N -1.883 2.004 4.829 -1.565 0.969 0.637
O -0.939 0.770 3.206 -0.041 -0.479 -1.383
H 1.056 0.774 4.812 -0.239 0.077 -0.271
H 0.146 1.604 6.001 0.144 -0.093 -0.098
H -1.681 2.655 5.571 -0.312 -0.085 -0.068
H -2.736 2.118 4.304 0.181 0.059 -0.018
N 2.690 3.428 -0.222 0.292 -0.392 1.941
C 2.608 4.271 -1.241 3.076 0.259 -0.680
N 1.605 4.011 -2.044 -1.768 0.879 -1.700
O 3.555 5.036 -1.476 -1.158 0.327 0.069
H 3.615 3.526 0.168 -0.339 -0.766 0.612
H 1.981 2.725 -0.074 0.541 -0.247 0.442
H 1.089 3.154 -1.929 -0.172 0.264 -0.514
H 1.641 4.565 -2.886 -0.566 -0.499 -0.163
N -2.160 6.397 1.935 -0.089 0.923 0.859
C -2.271 5.380 1.077 -0.592 0.132 -0.384
N -1.387 4.412 1.297 1.923 -2.556 0.537
O -3.102 5.394 0.204 -0.626 -0.280 -1.248
H -1.495 6.331 2.687 -0.210 0.813 -0.099
H -2.720 7.185 1.653 0.289 0.218 0.723
H -1.290 3.575 0.743 -0.576 0.321 -0.346
H -0.841 4.351 2.142 -0.075 0.409 -0.105
N -0.664 -1.388 -3.400 -0.353 -1.735 0.268
C -0.557 -0.510 -4.394 0.937 2.166 2.745
N -1.364 -0.711 -5.399 -1.333 -0.736 -2.441
O 0.110 0.492 -4.206 1.084 0.979 -0.836
H -1.315 -2.138 -3.566 0.315 -0.232 1.046
H -0.181 -1.178 -2.542 -0.292 -0.365 -0.041
H -2.063 -1.422 -5.257 -0.199 0.336 -0.762
H -1.428 0.012 -6.096 -0.244 -0.303 0.003
N 0.808 -3.533 1.482 -1.435 0.571 0.129
C 1.735 -3.549 2.445 0.359 -1.406 -0.776
N 2.956 -3.662 1.985 3.231 -0.001 -1.322
O 1.600 -3.701 3.621 -1.938 0.605 3.212
H 1.140 -3.613 0.536 -0.686 0.435 0.010
H -0.049 -3.091 1.776 -0.253 -0.270 -0.822
H 3.220 -3.376 1.056 0.345 -0.039 0.308
H 3.610 -3.829 2.734 0.450 0.208 -0.547
N 2.985 1.139 2.214 0.581 2.364 -1.746
C 3.335 0.133 3.042 0.191 1.320 -1.191
N 2.149 -0.310 3.486 -0.569 -2.668 2.882
O 4.456 -0.255 3.274 -0.176 -0.268 0.507
H 2.016 1.403 2.226 0.250 0.177 -0.318
H 3.594 1.886 1.921 0.369 -0.514 0.052
H 1.252 0.001 3.154 0.086 -0.335 -0.160
H 2.223 -0.896 4.306 -0.520 -0.608 -0.428
N -1.883 -1.796 2.861 1.143 2.163 -1.714
C -2.347 -2.966 3.136 -1.552 -1.428 1.958
N -2.335 -3.184 4.492 -0.410 -1.800 -0.567
O -2.824 -3.739 2.319 0.344 -0.735 -0.456
H -1.778 -1.166 3.636 0.411 0.630 -0.945
H -1.977 -1.582 1.879 0.103 1.085 0.336
H -2.820 -4.059 4.633 -0.028 0.263 1.038
H -2.381 -2.412 5.134 -0.145 -0.393 0.100
C -2.960 2.316 -4.329 0.078 -0.091 -1.272
C -3.035 1.979 -2.884 1.056 1.176 0.469
C -1.972 2.758 -2.060 0.680 -1.007 -0.414
O -4.315 2.302 -2.451 -1.371 -0.672 0.984
H -2.950 3.404 -4.412 0.330 0.032 -0.418
H -3.839 1.958 -4.868 -0.263 0.000 0.258
H -2.137 1.813 -4.836 0.438 0.601 0.150
H -2.828 0.913 -2.777 -0.441 -0.098 0.429
H -1.019 2.556 -2.555 0.184 -0.005 0.021
H -1.877 2.346 -1.054 -0.213 -0.041 0.073
H -2.052 3.842 -1.972 -0.611 -0.019 -0.253
H -4.513 3.218 -2.666 0.170 0.095 0.025
C -0.362 -4.502 -1.970 -0.654 0.188 0.701
C -1.698 -4.271 -1.214 -0.526 -0.220 -1.359
C -2.230 -5.498 -0.512 0.588 -1.239 1.260
O -1.671 -3.131 -0.349 0.596 -0.271 -0.402
H 0.451 -4.418 -1.249 0.169 -0.146 -0.160
H -0.207 -3.806 -2.792 0.070 0.134 0.213
H -0.362 -5.500 -2.408 0.020 -0.058 0.137
H -2.457 -4.087 -1.981 -0.024 0.448 -0.240
H -1.458 -6.211 -0.210 0.492 0.324 0.157
H -2.892 -6.180 -1.046 -0.296 0.661 -0.509
H -2.708 -5.220 0.428 -0.263 -0.034 -0.102
H -2.181 -3.384 0.431 -0.157 0.042 0.391
C 1.354 -0.820 -0.505 -0.512 1.366 0.699
C 0.085 -0.217 0.191 1.207 -0.895 -0.574
O 0.404 1.136 0.577 -0.355 -0.393 0.010
H 1.758 0.019 -1.072 -0.132 -0.228 -0.567
H 1.142 -1.682 -1.137 -0.014 0.030 0.058
H 2.180 -1.028 0.175 -0.324 -0.314 0.360
H -0.222 -0.828 1.039 0.242 0.229 0.241
H -0.747 -0.278 -0.513 -0.104 0.478 -0.084
H -0.047 1.300 1.415 -0.295 -0.080 0.020
C 4.580 -0.112 -1.682 -0.236 -0.335 -0.249
C 3.723 -0.721 -2.829 0.773 1.370 0.053
O 4.511 -0.729 -4.021 -0.007 -0.245 0.158
H 4.321 -0.590 -0.737 0.065 0.183 0.111
H 4.435 0.966 -1.601 -0.388 -0.027 0.031
H 5.659 -0.187 -1.819 -0.066 -0.582 -0.295
H 2.897 -0.024 -2.983 -0.317 -0.220 -0.017
H 3.309 -1.708 -2.619 0.212 -0.136 0.206
H 3.918 -0.907 -4.756 0.020 0.031 -0.085


No. 2
148
Properties=species:S:1:pos:R:3:forces:R:3 method="wB97M-V/def2-TZVPD" multiplicity=1 orbital_gap_ev=6.78 lumo_energy_ev=-3.8 energy_ev=-199538.351 total_charge=+1
C 2.395 -0.742 -1.717 -0.533 -0.082 0.133
C 0.951 -0.695 -1.225 -0.342 0.346 0.745
P -0.080 0.450 -2.220 0.088 -0.523 -1.560
C 0.597 2.150 -1.929 -0.536 -0.554 0.249
C -1.758 0.411 -1.452 0.539 0.476 0.478
C -1.938 -0.189 -0.205 -0.572 0.180 -0.299
C -3.201 -0.249 0.347 0.120 0.029 -0.331
C -4.287 0.258 -0.352 0.091 -0.858 0.531
P -5.979 0.156 0.445 -0.749 1.009 0.052
C -6.713 -1.290 -0.428 0.393 0.071 -0.309
O -5.637 -0.416 1.934 0.223 -0.461 -0.426
N -4.104 0.839 -1.563 0.263 -0.030 0.141
C -5.327 1.337 -2.228 -0.332 0.456 -0.360
O -5.810 2.476 -1.559 0.371 0.078 0.477
O -6.085 3.482 -2.513 -0.557 0.149 -0.617
C -2.864 0.938 -2.126 0.324 -0.183 0.524
C -2.632 1.564 -3.475 -0.555 -0.122 -0.098
Cl -3.156 3.276 -3.484 0.141 0.073 0.034
C -3.138 0.729 -4.694 -0.173 0.366 -0.225
C -4.035 1.438 -5.693 0.007 -0.487 -0.404
Cl -3.949 -0.797 -4.195 0.077 -0.096 0.022
H 2.795 0.262 -1.708 0.328 0.067 -0.084
H 2.486 -1.140 -2.719 -0.012 -0.009 -0.179
H 2.964 -1.357 -1.026 0.198 0.007 0.093
H 0.464 -1.670 -1.231 -0.014 -0.137 -0.180
H 0.977 -0.372 -0.178 -0.027 0.018 0.092
H 1.421 2.069 -1.226 0.113 0.261 0.070
H -0.181 2.801 -1.542 0.045 0.150 0.167
H 0.932 2.536 -2.884 0.237 0.041 -0.077
H -1.093 -0.608 0.315 0.091 -0.010 0.127
H -3.338 -0.707 1.313 -0.178 0.069 0.088
H -6.246 -1.424 -1.401 0.070 -0.136 -0.087
H -6.603 -2.222 0.121 0.028 -0.065 0.113
H -7.764 -1.092 -0.607 -0.182 -0.026 0.169
H -5.490 -1.373 1.925 0.042 0.041 0.295
H -5.161 1.584 -3.265 0.257 -0.039 -0.037
H -6.084 0.563 -2.194 0.023 -0.275 0.121
H -5.458 4.195 -2.328 0.247 -0.210 0.317
H -1.561 1.630 -3.590 0.187 -0.045 -0.036
H -2.255 0.407 -5.232 0.221 -0.158 0.143
H -5.059 1.546 -5.351 -0.065 0.292 0.197
H -4.089 0.803 -6.574 -0.027 -0.091 -0.067
H -3.623 2.383 -6.025 0.029 0.222 0.168
C 8.296 0.077 -1.030 -0.117 -0.049 0.069
C 7.510 -1.239 -1.073 0.114 0.093 -0.104
C 6.050 -0.916 -0.759 0.224 0.183 0.029
S 5.788 0.772 -1.301 0.611 -0.180 -0.073
O 5.504 1.604 -0.155 -0.300 0.078 -0.131
O 4.923 0.793 -2.464 -0.168 0.262 0.056
C 7.470 1.081 -1.833 0.301 -0.043 0.088
H 9.298 -0.036 -1.439 0.008 0.011 0.013
H 8.392 0.418 0.003 0.042 0.002 -0.003
H 7.589 -1.680 -2.069 -0.042 -0.010 0.008
H 7.894 -1.965 -0.364 0.048 -0.056 -0.071
H 5.375 -1.570 -1.286 -0.198 0.103 -0.091
H 5.854 -0.956 0.310 -0.120 0.099 -0.007
H 7.726 2.120 -1.638 -0.138 0.030 0.000
H 7.522 0.875 -2.902 -0.071 -0.005 0.000
C 2.497 2.402 -7.092 0.059 -0.001 0.074
C 3.940 2.485 -6.577 -0.037 -0.069 -0.030
C 4.071 1.498 -5.409 0.078 0.352 -0.152
S 2.874 0.196 -5.723 0.256 0.122 -0.153
O 1.862 0.225 -4.688 -0.015 -0.011 -0.112
O 3.551 -1.031 -6.049 -0.149 -0.130 0.159
C 2.185 0.914 -7.212 -0.110 0.244 -0.125
H 2.376 2.913 -8.046 -0.010 0.003 0.002
H 1.820 2.869 -6.372 -0.020 -0.011 -0.016
H 4.627 2.205 -7.378 -0.015 -0.010 -0.007
H 4.199 3.495 -6.263 0.016 -0.005 0.010
H 5.059 1.052 -5.347 -0.044 -0.117 0.122
H 3.819 1.954 -4.456 -0.015 -0.113 0.070
H 1.122 0.691 -7.262 0.024 -0.120 0.065
H 2.702 0.467 -8.060 0.017 -0.052 0.030
C 3.119 -5.931 -0.656 0.103 -0.029 0.045
C 3.751 -6.439 0.647 -0.056 0.063 -0.018
C 4.951 -5.535 0.959 -0.076 -0.314 0.144
S 4.574 -3.938 0.229 -0.166 -0.532 0.113
O 5.518 -3.692 -0.830 -0.025 -0.018 0.018
O 4.339 -2.964 1.269 0.168 0.197 -0.125
C 3.012 -4.416 -0.506 -0.192 -0.180 -0.116
H 2.145 -6.382 -0.837 0.000 0.000 -0.010
H 3.766 -6.174 -1.501 -0.021 0.028 -0.024
H 3.021 -6.375 1.456 0.002 0.016 -0.001
H 4.058 -7.480 0.567 0.013 0.000 0.007
H 5.104 -5.405 2.028 0.070 0.103 -0.017
H 5.866 -5.897 0.495 0.029 0.133 -0.045
H 2.881 -3.892 -1.451 0.099 0.097 0.037
H 2.222 -4.138 0.193 0.035 0.028 0.032
C -9.016 5.003 -1.915 -0.102 0.066 -0.080
C -8.930 6.315 -2.707 0.004 -0.026 0.055
C -10.338 6.635 -3.225 0.333 0.087 -0.115
S -11.481 5.891 -2.052 0.242 0.077 0.143
O -12.207 4.840 -2.719 -0.134 0.047 0.031
O -12.157 6.928 -1.318 -0.251 -0.117 -0.033
C -10.234 5.148 -1.007 0.345 -0.061 0.088
H -8.112 4.817 -1.340 -0.008 -0.024 0.017
H -9.158 4.165 -2.601 0.010 -0.023 0.025
H -8.591 7.116 -2.047 -0.023 -0.004 0.016
H -8.219 6.245 -3.530 -0.013 0.012 -0.014
H -10.530 7.704 -3.269 -0.142 -0.022 0.004
H -10.525 6.184 -4.198 -0.093 -0.048 0.038
H -10.600 4.199 -0.621 -0.154 0.042 -0.033
H -10.036 5.837 -0.185 -0.076 0.001 0.022
C -12.669 4.436 2.537 0.091 -0.019 0.074
C -12.095 3.857 3.838 -0.029 0.038 -0.041
C -10.834 4.659 4.183 -0.103 -0.329 0.073
S -11.077 6.296 3.477 -0.396 -0.084 0.003
O -10.097 6.494 2.435 0.103 0.071 0.040
O -11.261 7.255 4.533 0.265 0.138 -0.061
C -12.660 5.951 2.715 -0.167 -0.238 -0.223
H -13.672 4.066 2.337 0.001 0.003 -0.025
H -12.032 4.157 1.694 -0.023 0.019 -0.025
H -12.830 3.965 4.638 -0.001 0.018 -0.003
H -11.869 2.795 3.743 0.003 -0.002 0.017
H -10.689 4.760 5.255 0.085 0.118 -0.019
H -9.944 4.232 3.726 0.024 0.095 -0.043
H -12.746 6.497 1.776 0.121 0.107 0.051
H -13.436 6.271 3.409 0.053 0.057 0.040
C 9.586 -3.285 4.526 -0.123 0.118 -0.035
C 8.053 -3.304 4.428 0.234 0.047 -0.146
C 7.672 -2.698 3.071 -0.154 -0.007 0.302
S 9.053 -3.037 1.972 -0.119 -0.201 0.348
O 9.656 -1.783 1.590 -0.009 -0.024 -0.203
O 8.651 -4.005 0.981 0.062 0.137 -0.173
C 10.094 -3.828 3.193 0.124 -0.020 0.286
H 9.947 -3.884 5.361 0.008 -0.007 -0.009
H 9.938 -2.260 4.668 0.047 -0.019 -0.011
H 7.697 -4.328 4.487 -0.028 -0.042 0.022
H 7.587 -2.753 5.243 -0.048 -0.013 -0.004
H 6.773 -3.148 2.657 0.007 0.084 -0.126
H 7.552 -1.618 3.126 0.070 0.014 -0.096
H 11.135 -3.589 2.988 -0.032 0.025 -0.133
H 9.932 -4.902 3.114 -0.023 0.003 -0.059
C 7.775 -6.294 8.805 -0.002 0.112 -0.034
C 7.600 -4.890 9.399 -0.024 -0.060 -0.015
C 6.835 -4.049 8.369 0.216 0.078 0.239
S 5.825 -5.205 7.431 0.021 -0.089 0.252
O 6.287 -5.220 6.062 -0.177 -0.045 0.036
O 4.435 -4.997 7.738 -0.058 0.034 -0.205
C 6.410 -6.685 8.248 0.231 -0.149 0.117
H 8.120 -7.009 9.549 0.004 -0.007 -0.005
H 8.512 -6.267 7.998 -0.008 -0.035 -0.006
H 7.023 -4.955 10.323 -0.015 -0.007 -0.009
H 8.557 -4.432 9.643 -0.006 0.014 0.004
H 6.183 -3.314 8.834 -0.078 0.009 -0.114
H 7.508 -3.556 7.669 -0.047 -0.045 -0.080
H 6.445 -7.502 7.531 -0.096 0.061 -0.075
H 5.706 -6.917 9.047 -0.048 0.030 -0.026


No. 3
37
Properties=species:S:1:pos:R:3:forces:R:3 method="wB97M-V/def2-TZVPD" multiplicity=1 orbital_gap_ev=8.59 de_lowest_kcal_mol=68.5 lumo_energy_ev=-0.3 smiles="N[C@@H](C=O)CCS.O.O.O.O.O.O.O" energy_ev=-33223.666
N 0.366 -0.965 2.719 -5.428 -4.975 -1.250
C -0.053 -0.141 1.623 -0.625 0.802 -1.698
C 0.297 1.246 2.044 1.408 0.464 3.724
O 0.304 1.505 3.266 -0.409 0.505 -2.942
C 0.792 -0.434 0.352 -0.524 -1.640 0.492
C 0.427 -1.609 -0.524 -3.948 -3.335 0.542
S 0.671 -1.393 -2.308 0.029 1.331 0.084
H 0.737 -0.515 3.456 1.688 2.494 2.710
H -0.590 -1.301 3.147 2.693 0.228 -0.830
H -1.209 -0.126 1.423 2.085 -0.496 0.242
H 0.893 1.855 1.362 -0.559 0.691 -0.403
H 0.895 0.417 -0.239 -0.089 1.673 -1.076
H 1.786 -0.692 0.636 0.996 0.312 0.690
H -0.693 -1.990 -0.349 1.507 1.692 -0.534
H 0.778 -2.617 -0.223 1.168 1.081 -0.056
H 0.828 -2.632 -2.723 0.075 -0.704 0.158
O 2.851 1.946 -2.341 1.803 -0.987 -0.768
H 2.815 2.780 -1.944 -0.255 1.950 0.855
H 1.981 1.731 -2.603 -1.729 -0.340 -0.293
O -3.747 0.125 -2.138 1.737 -2.864 -1.751
H -3.184 0.764 -1.713 0.496 0.696 0.230
H -3.028 -0.531 -2.538 -2.419 1.987 1.212
O 2.393 -2.984 1.561 0.508 0.850 0.035
H 1.869 -3.719 1.822 -0.532 -1.324 0.195
H 1.983 -2.294 2.104 -0.016 0.303 -0.100
O -3.815 -0.191 0.978 -0.641 0.373 2.307
H -4.608 -0.046 0.449 -0.149 -0.215 -0.171
H -4.110 -0.064 1.945 0.686 -0.245 -2.259
O -0.095 2.332 -1.669 1.628 -2.747 -1.412
H -0.774 1.697 -1.420 0.092 -0.525 -0.057
H -0.465 3.091 -1.349 -1.090 3.466 1.107
O 3.836 -0.176 -1.149 6.631 7.018 7.655
H 3.850 0.769 -1.475 -0.294 -1.698 0.423
H 3.395 -0.597 -1.704 -6.237 -5.935 -7.797
O -2.185 1.488 -0.390 -0.692 -2.143 0.680
H -2.378 2.395 -0.238 -0.595 1.042 0.513
H -2.812 0.880 0.147 1.001 1.217 -0.457


No. 4
47
Properties=species:S:1:pos:R:3:forces:R:3 method="wB97M-V/def2-TZVPD" multiplicity=4 orbital_gap_ev="6.49 / 6.54" s_squared=3.779 de_lowest_kcal_mol=36.4 lumo_energy_ev="-13.5 / -13.4" energy_ev=-54369.527 total_charge=+3
Cr 0.050 -0.842 -0.143 1.164 5.989 -1.206
C 2.679 0.219 -1.411 -0.932 1.407 -3.014
O 2.035 -0.816 -0.674 -0.707 0.227 -0.031
H 2.166 1.152 -1.180 0.433 -0.203 0.362
H 2.619 0.137 -2.552 -0.556 -0.564 1.488
H 3.729 0.301 -1.323 1.104 -0.203 1.285
H 2.585 -1.572 -0.660 1.150 -1.376 0.110
C -0.036 0.624 -3.044 -1.658 -5.020 2.657
O -0.267 -0.006 -1.770 0.394 2.615 -5.980
N 0.556 1.715 -3.140 2.705 6.878 4.111
N -0.282 0.138 -4.245 -2.239 -3.725 0.307
H 0.678 2.312 -2.274 -0.045 -1.140 -1.483
H 0.727 2.270 -3.965 -0.272 -0.281 -0.405
H -0.892 -0.710 -4.417 1.246 1.578 0.146
H 0.096 0.662 -5.016 -0.376 -0.286 -0.454
C -0.550 -3.211 0.067 -13.696 2.652 3.146
O -1.935 -3.020 0.318 6.535 -3.704 -1.196
N -0.157 -2.495 -0.929 0.154 -6.795 -17.295
N 0.145 -2.405 0.833 5.083 -5.432 16.330
H -0.934 -2.715 -1.624 0.767 1.363 -0.387
H 0.596 -3.154 -1.431 -0.639 2.431 0.587
H -0.414 -2.568 1.723 0.881 1.474 0.294
H 0.967 -3.038 1.182 -0.177 2.076 -0.489
C 0.221 -0.263 3.249 0.289 0.149 -0.328
C 1.078 0.577 2.255 3.769 -2.718 7.573
C 2.468 -0.143 2.226 -0.556 1.239 -0.225
O 0.649 0.624 1.041 -3.178 2.291 -6.537
H -0.751 -0.403 2.843 -1.146 -0.109 -0.362
H 0.052 0.186 4.227 0.324 0.160 -0.075
H 0.667 -1.242 3.403 0.096 -0.077 0.192
H 1.085 1.589 2.642 0.704 0.157 0.332
H 3.222 0.375 1.649 0.069 0.319 -0.312
H 2.430 -1.179 1.846 -0.273 0.349 0.518
H 2.779 -0.079 3.229 0.804 -0.612 1.265
H 0.517 1.583 0.912 -0.548 -0.649 -1.151
C -2.464 1.689 1.779 0.345 -0.875 -1.201
C -2.526 0.844 0.479 -4.616 8.560 0.425
C -2.180 1.742 -0.642 0.840 0.459 -3.139
O -1.831 -0.221 0.397 2.872 -9.932 1.488
H -2.737 2.695 1.568 -0.432 0.818 -0.462
H -1.419 1.763 2.026 0.238 -0.199 1.079
H -3.189 1.363 2.493 0.249 -0.520 1.063
H -3.547 0.546 0.341 -0.920 0.216 -0.149
H -2.793 2.619 -0.753 -0.146 0.433 0.595
H -2.338 1.242 -1.625 -0.003 0.032 0.653
H -1.095 2.034 -0.710 -0.878 0.028 0.618
H -2.457 -0.915 0.800 1.778 0.519 -0.743